Here is a structure of composition C5H14ClIO2PSc in a non-equilibrium geometry from the OMol25 dataset. Energies are from the ωB97M-V functional and the def2-TZVPD basis.

Each line ends with the Mulliken charge.
Element x y z (Å)
I (-2.301, -1.877, -1.457)  0.00
H (1.768, 1.689, 1.463)  0.36
H (-0.058, 0.502, -2.639)  0.40
H (2.898, -0.927, -0.360)  0.38
O (-3.057, 1.095, -1.443)  -0.39
Sc (1.346, -2.374, 1.478)  1.27
H (2.997, 0.589, -1.333)  0.33
H (-1.643, -2.593, 1.491)  0.31
P (0.797, 0.370, -0.312)  0.79
C (1.361, 1.913, 0.484)  -1.25
C (-2.718, 0.142, -0.790)  0.48
H (0.842, 1.970, -2.263)  0.42
C (0.153, 1.224, -1.850)  -1.26
H (-1.101, -3.081, 2.924)  0.35
H (-2.362, 1.100, 1.001)  0.31
H (-3.167, -0.688, 1.235)  0.39
H (-0.783, 1.744, -1.649)  0.37
C (2.362, -0.269, -1.066)  -1.11
O (-0.795, -2.687, 2.069)  -0.53
Cl (2.802, -1.684, 3.010)  -0.16
H (-1.547, -0.459, 0.772)  -0.29
H (2.110, -0.819, -1.987)  0.35
C (-2.546, 0.055, 0.679)  -0.34
H (0.514, 2.593, 0.626)  0.37
H (2.126, 2.471, -0.080)  0.41

As for the charge: +2. Its energy above the lowest of the compared OMol25 structures with the same formula, charge and spin is 12.19 kcal per mole. For the molar mass, the calculation gives 344.5 g/mol. Its HOMO energy is -16.14 eV.